Record 1
Below is the ion C6H10N2OP with charge +1 at a distorted geometry, with properties calculated with wB97M-V/def2-TZVPD.

Computed properties:
- Total charge: +1
- 2S+1: 3
- Orbital gap (spin up / spin down): 6.39 / 6.74 eV
- Maximum force: 5.9 eV/A
- Total energy: -20688.15177 eV
- HOMO (spin up / spin down): -10.6 / -14.4 eV

Structure (XYZ):
```
20
Properties=species:S:1:pos:R:3:nbo_charge:R:1
C 0.88 2.03 -0.78 -0.040
C 0.83 0.82 -1.40 -0.060
C -0.52 0.94 0.55 0.599
C 0.14 -2.98 0.53 -0.618
C 0.00 3.15 1.22 -0.407
C -1.24 -2.35 0.15 -0.788
N 0.06 2.07 0.33 -0.393
N -0.02 0.09 -0.57 -0.772
O -0.33 -1.69 -2.45 -0.971
P -0.66 -1.27 -1.16 1.920
H 1.30 2.98 -1.29 0.275
H 1.46 0.43 -2.19 0.290
H -0.01 -3.83 1.31 0.256
H 0.55 -3.29 -0.38 0.216
H 0.89 -2.20 0.99 0.212
H -0.69 3.94 0.87 0.245
H -0.38 2.66 2.11 0.227
H 1.03 3.49 1.39 0.242
H -1.54 -1.73 0.99 0.261
H -1.76 -3.27 -0.21 0.308
```

Record 2
Below is the ion C6H10N2P with charge +1 at a distorted geometry, with properties calculated with wB97M-V/def2-TZVPD.

Computed properties:
- Total charge: +1
- SMILES string: C[P@@H](=[NH2+])c1ccccn1
- Orbital gap: 10.74 eV
- Maximum force: 2.1 eV/A
- Total energy: -18646.92632 eV
- HOMO: -14.2 eV

Structure (XYZ):
```
19
Properties=species:S:1:pos:R:3:nbo_charge:R:1
C -0.04 2.11 -1.68 -0.986
P -0.55 0.42 -1.37 1.488
N 0.05 -0.59 -2.57 -1.084
C -0.02 -0.23 0.25 -0.145
C -0.78 0.10 1.33 -0.218
C -0.39 -0.43 2.55 -0.140
C 0.72 -1.22 2.51 -0.211
C 1.45 -1.47 1.37 0.063
N 1.07 -0.97 0.20 -0.406
H 1.03 2.20 -1.86 0.294
H -0.54 2.43 -2.60 0.277
H -0.35 2.81 -0.90 0.282
H -1.96 0.39 -1.39 -0.006
H 0.20 -1.50 -2.14 0.428
H -0.69 -0.71 -3.26 0.413
H -1.66 0.72 1.25 0.236
H -0.94 -0.25 3.46 0.248
H 1.06 -1.68 3.43 0.242
H 2.32 -2.12 1.43 0.225
```

Record 3
Below is a structure of composition C6H10N3 at a distorted geometry, with properties calculated with wB97M-V/def2-TZVPD.

Computed properties:
- Total charge: +1
- Orbital gap (spin up / spin down): 7.48 / 7.48 eV
- Maximum force: 6.6 eV/A
- Total energy: -10840.27362 eV
- HOMO (spin up / spin down): -13.6 / -13.6 eV

Structure (XYZ):
```
19
Properties=species:S:1:pos:R:3:nbo_charge:R:1
C 1.73 -0.53 -0.63 -0.228
C -0.54 -1.45 0.63 -0.191
C 0.49 1.98 -0.37 -0.072
C -1.21 0.76 0.86 -0.128
C 0.36 -1.27 -0.69 -0.332
C -0.04 0.06 -1.26 0.571
N 1.07 0.71 -0.88 -0.297
N -0.91 1.49 -0.38 -0.282
N -1.69 -0.58 0.64 -0.598
H 2.36 -0.64 0.38 0.269
H 2.37 -0.98 -1.40 0.265
H -0.71 -2.50 0.60 0.236
H -0.09 -1.18 1.51 0.206
H 1.01 2.29 0.47 0.237
H 0.57 2.83 -0.94 0.243
H -0.51 0.68 1.62 0.194
H -2.18 1.25 1.32 0.255
H 0.23 -2.06 -1.38 0.254
H -2.31 -0.87 -0.09 0.397
```

Record 4
Below is the ion C6H10N3O with charge +1 at a distorted geometry, with properties calculated with wB97M-V/def2-TZVPD.

Computed properties:
- Total charge: +1
- Orbital gap: 7.85 eV
- Maximum force: 4.8 eV/A
- Total energy: -12891.88093 eV
- HOMO: -12.8 eV

Structure (XYZ):
```
20
Properties=species:S:1:pos:R:3:nbo_charge:R:1
C -1.30 1.37 -0.06 -0.329
C 0.18 1.40 -0.02 0.123
C -2.16 0.31 -0.03 0.385
C -0.77 -1.80 0.13 1.049
C 2.92 -0.95 -0.15 -0.599
C 2.30 0.40 0.34 -0.279
N -1.82 -1.11 -0.01 -0.636
N 0.90 0.39 0.28 -0.455
N -3.54 0.46 0.08 -0.798
O 0.13 -2.49 0.26 -0.265
H -1.87 2.26 -0.07 0.238
H 0.75 2.36 -0.39 0.197
H 2.15 -1.78 -0.06 0.193
H 3.26 -0.99 -1.15 0.214
H 3.81 -1.15 0.39 0.226
H 2.99 1.12 -0.29 0.201
H 2.74 0.56 1.33 0.233
H -2.70 -1.60 -0.25 0.479
H -3.67 1.38 -0.26 0.409
H -4.29 -0.15 -0.04 0.416
```

Record 5
Below is the molecule C6H10N4 at a distorted geometry, with properties calculated with wB97M-V/def2-TZVPD.

Computed properties:
- Total charge: 0
- SMILES string: CN1CCc2[nH]nc(N)c21
- Orbital gap: 9.31 eV
- Maximum force: 5.9 eV/A
- Total energy: -12341.25694 eV
- HOMO: -8.3 eV

Structure (XYZ):
```
20
Properties=species:S:1:pos:R:3:nbo_charge:R:1
C 1.64 -1.36 -0.66 -0.410
N 1.27 -0.61 0.51 -0.385
C 1.72 0.79 0.63 -0.220
C 0.76 1.83 -0.06 -0.457
C -0.49 1.06 -0.13 0.099
N -1.83 1.39 -0.30 -0.336
N -2.55 0.30 -0.05 -0.319
C -1.78 -0.78 0.17 0.249
N -2.24 -2.05 0.30 -0.829
C -0.45 -0.31 0.20 0.003
H 2.85 -1.26 -0.61 0.176
H 1.32 -2.36 -0.52 0.204
H 1.21 -1.11 -1.62 0.179
H 2.65 0.79 0.03 0.202
H 1.71 0.94 1.70 0.211
H 1.09 2.23 -0.95 0.215
H 0.68 2.76 0.57 0.215
H -2.24 2.32 -0.37 0.413
H -2.08 -2.58 1.19 0.397
H -3.23 -2.02 -0.04 0.394
```

Record 6
Below is a structure of composition C6H10N4 at a distorted geometry, with properties calculated with wB97M-V/def2-TZVPD.

Computed properties:
- Total charge: 0
- Orbital gap: 10.04 eV
- Maximum force: 6.6 eV/A
- Total energy: -12339.73666 eV
- HOMO: -9.2 eV

Structure (XYZ):
```
20
Properties=species:S:1:pos:R:3:nbo_charge:R:1
C 3.54 -0.34 0.49 0.117
C 2.43 -0.15 -1.29 0.168
C -1.98 -0.86 0.03 -0.430
C -1.12 -1.81 -0.67 -0.411
C -0.52 -0.78 0.29 -0.094
C 0.06 1.91 0.77 -0.387
N 3.66 -0.38 -0.88 -0.473
N 2.32 -0.18 0.93 -0.294
N 1.57 0.01 -0.17 -0.074
N 0.23 0.29 -0.28 -0.259
H 4.22 -0.62 1.24 0.199
H 2.04 -0.39 -2.28 0.216
H -2.29 -0.07 -0.57 0.220
H -2.56 -1.06 0.91 0.219
H -1.00 -2.82 -0.37 0.220
H -1.09 -1.67 -1.85 0.224
H -0.18 -1.20 1.32 0.207
H 1.19 2.06 1.01 0.220
H -0.08 2.66 0.03 0.206
H -0.62 1.54 1.46 0.204
```

Record 7
Below is a cluster of 2 separate species, C6H10N4O2 in total at a distorted geometry, with properties calculated with wB97M-V/def2-TZVPD.

Computed properties:
- Total charge: 0
- SMILES string: [H]/N=C(/N)CC=O.C1=NN=COC1
- Orbital gap: 9.65 eV
- Maximum force: 3.2 eV/A
- Total energy: -16436.81306 eV
- HOMO: -9.2 eV

Structure (XYZ):
```
22
Properties=species:S:1:pos:R:3:nbo_charge:R:1
H -4.10 -0.52 -0.03 0.331
N -3.29 -1.06 -0.36 -0.694
C -2.22 -0.40 -0.12 0.446
N -1.00 -1.02 -0.31 -0.847
C -2.11 0.97 0.47 -0.601
C -1.01 1.78 -0.20 0.465
O -0.40 1.38 -1.18 -0.547
H -0.29 -0.37 -0.65 0.408
H -1.12 -1.87 -0.86 0.394
H -3.06 1.55 0.38 0.249
H -1.90 0.94 1.55 0.258
H -0.81 2.76 0.24 0.140
C 1.42 -0.60 1.05 0.052
N 1.65 0.67 1.15 -0.278
N 2.39 1.30 0.21 -0.341
C 2.73 0.59 -0.83 0.379
O 2.33 -0.67 -1.09 -0.478
C 2.14 -1.44 0.08 -0.149
H 0.66 -0.96 1.75 0.216
H 3.31 1.08 -1.61 0.189
H 3.11 -1.76 0.52 0.191
H 1.57 -2.34 -0.17 0.217
```

Record 8
Below is a cluster of 2 separate species, C6H10N4OS in total at a distorted geometry, with properties calculated with wB97M-V/def2-TZVPD.

Computed properties:
- Total charge: 0
- Orbital gap (spin up / spin down): 4.98 / 6.81 eV
- Maximum force: 5.3 eV/A
- Total energy: -25221.51323 eV
- HOMO (spin up / spin down): -6.6 / -7.9 eV

Structure (XYZ):
```
22
Properties=species:S:1:pos:R:3:nbo_charge:R:1
C 1.32 -0.05 -0.58 -0.237
C 0.27 -0.24 0.32 -0.264
C 2.73 -0.01 -0.12 0.535
C -0.97 0.18 -0.04 0.379
C 3.80 0.26 -1.18 -0.701
C -2.05 0.57 2.15 -0.433
N -1.32 0.32 -1.30 -0.242
N -2.60 0.50 -1.36 0.051
N -3.10 0.59 -0.20 -0.152
N -2.12 0.33 0.69 -0.179
O 3.05 -0.24 1.00 -0.549
S -1.34 -2.67 -0.44 -0.597
H 1.08 0.38 -1.52 0.209
H 0.63 -0.70 1.20 0.267
H 4.02 1.31 -1.35 0.228
H 3.53 -0.13 -2.12 0.218
H 4.65 -0.15 -0.82 0.229
H -0.93 0.69 2.41 0.253
H -2.51 1.58 2.36 0.226
H -2.50 -0.30 2.67 0.238
H -4.03 0.35 -0.07 0.421
H -1.61 -2.56 -1.71 0.102
```